Record 1
Molecular formula: C51H44F8N2O2S2
Method: DFT, ωB97M-V/def2-TZVPD

The geometry in ORCA input format:
```
! wB97M-V def2-TZVPD RIJCOSX def2/J DEFGRID3
* xyz 0 1
O 4.12495 -3.25003 -1.75994
S 5.03356 -2.16265 -1.79341
O 6.12205 -2.22368 -2.70017
F 5.57912 -1.98013 -0.34713
N 4.20396 -0.70230 -1.90928
C 3.26647 -0.73046 -3.05968
C 2.13712 0.29202 -2.83717
C 0.83442 -0.37214 -2.43359
C 0.27319 -0.09362 -1.20162
C -0.91258 -0.75384 -0.86445
C -1.51787 -1.64831 -1.71429
C -0.95730 -1.92866 -2.97320
C 0.21295 -1.27289 -3.29742
N 5.20923 0.31293 -2.19133
C 5.12330 1.32788 -1.50379
S 4.98233 2.72419 -0.84378
H 3.79140 -0.55791 -4.00068
H 2.84420 -1.73244 -3.12141
H 1.96928 0.85830 -3.75676
H 2.43792 1.02381 -2.08773
H 0.75396 0.59717 -0.52083
H -1.37501 -0.54468 0.09418
H -2.42856 -2.15495 -1.42376
H -1.38103 -2.64486 -3.66126
H 0.71212 -1.45854 -4.24578
F -2.72486 -4.65202 -2.22239
C -2.68866 -5.16199 -0.97212
C -1.73908 -6.11352 -0.65492
C -1.70517 -6.61735 0.63671
C -2.61668 -6.17216 1.58610
C -3.56197 -5.21548 1.24347
C -3.59854 -4.70191 -0.04369
H -1.04190 -6.45108 -1.41054
H -0.96394 -7.35913 0.90249
H -2.58697 -6.56951 2.59212
H -4.27333 -4.86527 1.98006
H -4.31680 -3.95324 -0.32962
F -1.71810 1.11649 2.10218
C -0.65698 1.62782 2.76115
C -0.79087 2.83573 3.41385
C 0.30404 3.36093 4.08506
C 1.51338 2.67891 4.08602
C 1.62650 1.46655 3.41854
C 0.53358 0.92791 2.75373
H -1.73864 3.35747 3.39152
H 0.21419 4.30589 4.60399
H 2.36727 3.09341 4.60497
H 2.56956 0.93593 3.41438
H 0.60025 -0.01921 2.23350
F 2.31900 6.49491 2.53935
C 1.11286 6.73611 1.98684
C 0.49662 7.94831 2.22529
C -0.74332 8.19058 1.65091
C -1.34986 7.22375 0.85972
C -0.71277 6.01027 0.63744
C 0.53070 5.76343 1.20030
H 0.98341 8.68524 2.85005
H -1.23674 9.13785 1.82240
H -2.31803 7.41666 0.41720
H -1.18383 5.25263 0.02536
H 1.04648 4.82642 1.03451
F 2.86465 6.66899 -4.00450
C 4.21131 6.70065 -3.97786
C 4.89095 7.22046 -5.06111
C 6.27769 7.25242 -5.02636
C 6.96204 6.76143 -3.92256
C 6.25723 6.24027 -2.84624
C 4.87027 6.21184 -2.86799
H 4.33864 7.59141 -5.91404
H 6.82495 7.66197 -5.86474
H 8.04332 6.78544 -3.90187
H 6.78824 5.85403 -1.98616
H 4.30062 5.81723 -2.03700
F -6.53572 -4.99854 0.00875
C -7.15245 -5.45874 -1.10100
C -7.78597 -6.68339 -1.05426
C -8.41932 -7.14852 -2.19754
C -8.40285 -6.39314 -3.36247
C -7.75457 -5.16580 -3.38473
C -7.12519 -4.68734 -2.24470
H -7.77934 -7.25809 -0.13777
H -8.92623 -8.10389 -2.17794
H -8.89495 -6.76178 -4.25253
H -7.73699 -4.57772 -4.29240
H -6.61943 -3.73058 -2.23769
F 6.98261 -0.21520 5.70790
C 6.72024 -1.23129 4.86131
C 6.31824 -0.94176 3.57286
C 6.05255 -1.99027 2.70296
C 6.18388 -3.30377 3.13338
C 6.58619 -3.57058 4.43496
C 6.86199 -2.52905 5.30944
H 6.21679 0.08963 3.26143
H 5.74247 -1.78201 1.69248
H 5.97246 -4.11834 2.45323
H 6.68571 -4.59344 4.77281
H 7.18348 -2.71463 6.32551
F -4.10197 -1.86443 0.54559
C -5.14098 -1.15611 1.03943
C -5.01974 0.21578 1.13339
C -6.08648 0.94526 1.63706
C -7.24624 0.29833 2.04352
C -7.34150 -1.08275 1.94266
C -6.28332 -1.82241 1.43301
H -4.10342 0.69755 0.81791
H -6.01105 2.02179 1.71247
H -8.07465 0.87105 2.43875
H -8.24253 -1.58927 2.26192
H -6.34160 -2.89825 1.33906
*
```

## Properties
* gap between HOMO and LUMO: 8.382 eV
* DFT total energy: -104083.873 eV
* SMILES: O=S(=O)(F)N(CCc1ccccc1)N=C=S.Fc1ccccc1.Fc1ccccc1.Fc1ccccc1.Fc1ccccc1.Fc1ccccc1.Fc1ccccc1.Fc1ccccc1
* HOMO energy: -9.07 eV


Record 2
Molecular formula: C51H44IN4O8S2Sb2Tl
Method: DFT, ωB97M-V/def2-TZVPD

The geometry in ORCA input format:
```
! wB97M-V def2-TZVPD RIJCOSX def2/J DEFGRID3
* xyz -2 1
Tl 0.39772 -0.78389 -1.78716
O -4.99852 1.90012 -0.50843
C -5.47825 1.45160 -1.67944
C -6.55271 2.12293 -2.26954
C -7.06109 1.69360 -3.48241
C -6.50461 0.59253 -4.13036
C -5.44983 -0.08142 -3.53581
C -4.92733 0.32216 -2.31021
C -3.82567 -0.43355 -1.61924
O -3.28325 0.10757 -0.61841
N -3.55664 -1.62794 -2.12103
N -2.40872 -2.12803 -1.63628
C -2.37004 -3.39682 -1.54234
C -1.16112 -4.10368 -1.11817
C -1.21665 -5.47614 -0.87406
C -0.07100 -6.14271 -0.47676
C 1.11423 -5.43424 -0.35069
C 1.08468 -4.07390 -0.62241
N -0.02059 -3.42627 -0.97484
H -4.23068 1.26669 -0.30619
H -6.97038 2.97783 -1.75045
H -7.89609 2.22358 -3.92844
H -6.89972 0.26373 -5.08412
H -5.00341 -0.94744 -4.00705
H -3.25465 -4.00033 -1.75688
H -2.15738 -6.00090 -0.98934
H -0.10102 -7.20617 -0.27423
H 2.03601 -5.91807 -0.05636
H 1.98543 -3.46832 -0.57162
O 2.56546 1.30667 -0.57705
S 3.72964 0.54370 -1.06912
O 5.01681 1.13489 -0.75217
O 3.61677 -0.87045 -0.77888
C 3.53320 0.92273 -2.84336
C 3.81060 2.28825 -3.05022
C 3.59537 2.90855 -4.26000
C 3.09629 2.16932 -5.32747
C 2.84474 0.82904 -5.14885
C 3.03854 0.18701 -3.91163
S 2.56489 -1.55996 -4.06906
O 3.40475 -2.02450 -5.15398
O 2.73995 -2.25004 -2.80665
O 1.14392 -1.44425 -4.43842
H 4.20570 2.85034 -2.21578
H 3.82163 3.96192 -4.37653
H 2.90493 2.63594 -6.28716
H 2.47413 0.22886 -5.97040
C -0.49881 -0.45411 4.62312
C 0.41113 0.78208 4.65260
C 0.09451 1.83992 3.58299
Sb 0.97474 1.32511 1.61936
C 0.16062 3.10651 0.69364
C 0.83802 3.75838 -0.34152
C 0.24573 4.81414 -1.02135
C -1.03743 5.23512 -0.68954
C -1.71699 4.60213 0.33969
C -1.11893 3.54885 1.02502
C 2.81553 2.22871 2.30286
C 3.93785 1.42862 2.50412
C 5.15719 1.98491 2.86597
C 5.27678 3.35738 3.01891
C 4.16555 4.16934 2.82247
C 2.94474 3.60646 2.47341
Sb -0.30437 -1.72774 2.87101
C -1.75740 -3.16799 3.63026
C -1.83327 -3.71627 4.91060
C -2.77478 -4.68835 5.22393
C -3.67150 -5.12927 4.25851
C -3.64171 -4.56522 2.99106
C -2.69644 -3.59224 2.68567
C 1.55083 -2.57379 3.58228
C 1.75215 -3.25385 4.78098
C 3.00774 -3.74395 5.11746
C 4.08775 -3.55111 4.26301
C 3.90905 -2.85952 3.07398
C 2.64967 -2.37823 2.73622
H -1.54964 -0.15400 4.67852
H -0.28904 -1.09753 5.48113
H 1.45976 0.46848 4.56406
H 0.32065 1.23527 5.64623
H 0.52811 2.80146 3.86113
H -0.99161 1.97035 3.50979
H 1.82990 3.42133 -0.61794
H 0.78826 5.30723 -1.82006
H -1.50375 6.04928 -1.23101
H -2.71863 4.91683 0.60977
H -1.67573 3.06330 1.81952
H 3.87603 0.35700 2.34100
H 6.02242 1.34637 2.99736
H 6.23494 3.79673 3.27068
H 4.25180 5.24466 2.93103
H 2.08695 4.25248 2.32005
H -1.16753 -3.37210 5.69369
H -2.80709 -5.10407 6.22456
H -4.39281 -5.90114 4.49687
H -4.34667 -4.88517 2.23319
H -2.69700 -3.15459 1.69011
H 0.93042 -3.41249 5.46739
H 3.14310 -4.27759 6.05122
H 5.06476 -3.93607 4.52814
H 4.74204 -2.69421 2.40072
H 2.53183 -1.84408 1.79596
I -0.37180 2.47945 -7.54291
C -0.81772 2.60911 -5.50122
C -1.32401 3.78287 -4.97433
C -1.57594 3.82573 -3.61314
C -1.29654 2.70183 -2.85045
N -0.81383 1.57621 -3.36764
C -0.57916 1.51660 -4.67973
H -1.51481 4.64026 -5.60675
H -1.98134 4.71518 -3.14809
H -1.47258 2.69487 -1.77995
H -0.17775 0.58361 -5.05666
*
```

## Properties
* gap between HOMO and LUMO: 6.431 eV
* DFT total energy: -123482.982 eV
* HOMO energy: -3.05 eV
* energy above the lowest of the compared OMol25 structures with the same formula, charge and spin: 0.0 kcal per mole


Record 3
Molecular formula: C51H44N5O5OsS4SbSe4
Method: DFT, ωB97M-V/def2-TZVPD

The geometry in ORCA input format:
```
! wB97M-V def2-TZVPD RIJCOSX def2/J DEFGRID3
* xyz 0 5
Os -0.98465 0.28098 -0.41849
C -3.04700 0.14601 7.32556
C -2.53124 0.15469 5.91644
C -3.39360 0.27216 4.83506
C -2.90476 0.27528 3.53487
C -1.54367 0.19511 3.31657
C -0.66307 0.07387 4.38585
C -1.16159 0.04323 5.67222
S -0.61240 0.13631 1.74045
O 0.55071 1.00747 1.95260
C -0.11752 -1.55978 1.86827
C -1.14658 -2.50563 2.05013
C -0.84822 -3.83096 1.99392
C 0.48317 -4.25154 1.77183
C 0.79440 -5.62490 1.67682
C 2.07909 -6.03576 1.46656
C 3.11043 -5.08800 1.35700
C 2.84272 -3.75066 1.43426
C 1.51970 -3.29231 1.63103
C 1.18860 -1.90027 1.63347
C 2.29319 -0.91909 1.43791
C 3.23500 -0.80230 2.50881
C 2.96968 -1.36924 3.77842
C 3.79885 -1.12601 4.83800
C 4.94390 -0.32539 4.68042
C 5.24202 0.20800 3.45880
C 4.39982 -0.01173 2.34606
C 4.67411 0.55167 1.08003
C 3.73899 0.49414 0.09480
C 2.51270 -0.17025 0.29766
S 1.20643 0.35498 -0.84619
O 1.47213 0.07479 -2.25784
C 1.62297 2.14448 -0.78576
C 1.31824 2.83667 -1.94894
C 1.37763 4.21897 -1.99061
C 1.76088 4.94276 -0.86895
C 1.74670 6.44403 -0.87585
C 2.13718 4.23902 0.27162
C 2.05411 2.85698 0.32734
H -4.12803 0.26387 7.34275
H -2.59932 0.96175 7.89439
H -2.78497 -0.78667 7.82674
H -4.46334 0.35898 4.97733
H -3.62677 0.32292 2.73510
H 0.40148 0.01099 4.20029
H -0.47148 -0.07052 6.49872
H -2.15936 -2.16113 2.22485
H -1.63305 -4.56950 2.09071
H -0.01547 -6.33948 1.75671
H 2.30810 -7.08980 1.37676
H 4.12523 -5.42085 1.18283
H 3.64619 -3.03646 1.32842
H 2.08778 -1.97993 3.92225
H 3.56733 -1.54059 5.80996
H 5.58611 -0.13396 5.52965
H 6.11156 0.83895 3.32428
H 5.60772 1.07643 0.92370
H 3.91328 0.97096 -0.86107
H 1.02550 2.28396 -2.82996
H 1.09533 4.73873 -2.89836
H 1.26668 6.82379 -1.77605
H 2.76229 6.84062 -0.83445
H 1.20719 6.82624 -0.00857
H 2.46375 4.77871 1.15249
H 2.29573 2.35034 1.25004
C -0.44379 0.79540 -4.84199
C -1.28341 1.21527 -3.67495
O -1.31841 0.47061 -2.67400
N -1.97351 2.35743 -3.86882
C -2.96986 2.92419 -2.98763
C -2.46646 3.98330 -2.02980
C -3.15114 5.18889 -1.92620
C -2.80186 6.08459 -0.92758
C -1.79372 5.73289 -0.04972
C -1.18375 4.50143 -0.20891
N -1.48087 3.65022 -1.19165
H -0.96179 -0.01599 -5.35465
H 0.50343 0.40081 -4.48428
H -0.27486 1.62003 -5.53339
H -1.84258 2.83900 -4.74228
H -3.35446 2.08455 -2.39101
H -3.79725 3.31809 -3.57561
H -3.99573 5.38990 -2.57158
H -3.36604 6.99676 -0.79025
H -1.52113 6.36138 0.78618
H -0.46769 4.15292 0.52364
Se -6.36532 2.68981 -1.28967
Sb -5.04191 1.67447 0.51777
Se -2.87172 0.75444 0.18986
Se -5.24148 3.59217 2.02218
Se -6.46166 0.04433 1.58609
N -0.13521 -3.23840 -7.53667
C 0.28232 -3.17579 -6.22938
C 0.04783 -4.24557 -5.36060
C 0.44734 -4.17767 -4.04227
C 1.09149 -3.04320 -3.55657
C 1.42910 -2.02634 -4.43599
C 1.02046 -2.08571 -5.75515
S 1.34689 -2.97098 -1.79034
O 1.14738 -4.32435 -1.32426
O 2.59990 -2.36239 -1.45108
N 0.13436 -2.04700 -1.14585
C -1.09004 -2.59094 -1.12094
S -1.51175 -4.27003 -1.41301
C -3.17650 -3.87153 -1.15217
C -3.31756 -2.57180 -0.84497
N -2.14639 -1.85634 -0.81348
H -0.78324 -3.95862 -7.79658
H -0.12365 -2.40885 -8.09990
H -0.45822 -5.13018 -5.72532
H 0.29362 -5.01034 -3.37638
H 2.02638 -1.20041 -4.08116
H 1.26557 -1.28266 -6.44013
H -3.93979 -4.62591 -1.22435
H -4.23180 -2.03798 -0.62482
*
```

## Properties
* gap between HOMO and LUMO (spin up / spin down): 5.961 / 4.520 eV
* DFT total energy: -385014.627 eV
* <S²>: 6.039
* HOMO energy (spin up / spin down): -6.98 / -7.22 eV
* energy above the lowest of the compared OMol25 structures with the same formula, charge and spin: 68.6 kcal per mole


Record 4
Molecular formula: C51H45IrO3P2SSbSe2
Method: DFT, ωB97M-V/def2-TZVPD

The geometry in ORCA input format:
```
! wB97M-V def2-TZVPD RIJCOSX def2/J DEFGRID3
* xyz 1 1
Ir -0.24039 1.06917 0.23082
Se 1.57001 -1.04283 0.40056
P 2.37374 0.07829 2.09731
Se 1.10284 1.85138 2.31798
C 4.11797 0.51332 1.83074
C 4.95784 -0.35533 1.14125
C 6.30789 -0.06233 1.03975
C 6.81376 1.09529 1.61538
C 5.96749 1.97847 2.27033
C 4.61743 1.68899 2.38177
C 2.33417 -1.00822 3.55725
C 2.85017 -2.29632 3.43370
C 2.76258 -3.17270 4.50115
C 2.15722 -2.76948 5.68472
C 1.64932 -1.48482 5.80666
C 1.74018 -0.59860 4.74383
H 4.54948 -1.24693 0.68032
H 6.96819 -0.73449 0.50808
H 7.87157 1.31276 1.54831
H 6.35910 2.89289 2.69638
H 3.94703 2.37486 2.88573
H 3.30945 -2.60816 2.50298
H 3.15945 -4.17451 4.40548
H 2.08026 -3.46024 6.51387
H 1.17054 -1.17285 6.72537
H 1.34643 0.40654 4.83263
O -3.06621 3.80927 -0.96409
S -1.79984 3.16956 -0.82711
O -1.68801 1.83452 -1.48704
O -1.32812 2.99984 0.57223
C -0.59485 4.17602 -1.65834
C -0.90743 5.50214 -1.90312
C -0.00859 6.29138 -2.60216
C 1.17520 5.73520 -3.06891
C 1.48460 4.40903 -2.81151
C 0.60147 3.61196 -2.08389
P 1.02207 1.89103 -1.65346
C 0.76929 0.93802 -3.16731
C 1.00758 -0.43706 -3.13587
C 0.90260 -1.18692 -4.29524
C 0.54055 -0.57141 -5.48547
C 0.25066 0.78484 -5.50785
C 0.35655 1.54226 -4.35109
C 2.83053 2.01652 -1.49083
C 3.73234 1.25060 -2.22111
C 5.09550 1.45911 -2.07017
C 5.56314 2.43481 -1.20360
C 4.66666 3.17529 -0.44349
C 3.30841 2.94986 -0.56832
H -1.86085 5.88341 -1.56340
H -0.23275 7.33235 -2.78927
H 1.86754 6.34420 -3.63489
H 2.41435 3.99189 -3.17599
H 1.27551 -0.91908 -2.20437
H 1.10483 -2.24931 -4.27011
H 0.47431 -1.15287 -6.39555
H -0.05184 1.26068 -6.43127
H 0.12708 2.59889 -4.37231
H 3.37830 0.51137 -2.92666
H 5.79360 0.86609 -2.64627
H 6.62591 2.62271 -1.12703
H 5.02937 3.92994 0.24158
H 2.60218 3.50608 0.03872
C -4.81185 1.34391 0.12151
C -5.09930 0.25499 1.10440
C -6.31266 0.22763 1.78869
C -6.57968 -0.75143 2.73126
C -5.63764 -1.73327 2.99246
C -4.43035 -1.73170 2.31220
C -4.15956 -0.74183 1.37469
Sb -2.32505 -0.80189 0.23534
C -3.03898 -1.48817 -1.67737
C -2.52673 -0.85298 -2.80519
C -2.94797 -1.21690 -4.07489
C -3.88970 -2.22027 -4.22094
C -4.40741 -2.84371 -3.09763
C -4.00403 -2.49665 -1.80994
C -4.64453 -3.19672 -0.64345
C -1.48188 -2.59318 1.08414
C -1.32079 -3.71588 0.28011
C -0.81186 -4.89180 0.81244
C -0.43970 -4.93329 2.14635
C -0.55767 -3.79888 2.93617
C -1.06957 -2.61214 2.42046
C -1.15662 -1.38412 3.28285
H -5.68825 1.95891 -0.07315
H -4.46360 0.94638 -0.83615
H -4.03811 2.00218 0.51110
H -7.05008 0.99171 1.57542
H -7.52342 -0.74606 3.26043
H -5.84436 -2.50785 3.71951
H -3.71668 -2.52657 2.49549
H -1.82025 -0.04656 -2.69503
H -2.54070 -0.71223 -4.94031
H -4.22806 -2.51602 -5.20539
H -5.15643 -3.61780 -3.21261
H -5.16572 -4.09218 -0.97878
H -5.37799 -2.54733 -0.16326
H -3.91196 -3.48789 0.10823
H -1.60016 -3.67449 -0.76736
H -0.71085 -5.77014 0.18819
H -0.04697 -5.84738 2.57270
H -0.24864 -3.83098 3.97467
H -0.79715 -1.58899 4.28963
H -2.18042 -1.01229 3.35421
H -0.54206 -0.58251 2.86098
*
```

## Properties
* gap between HOMO and LUMO: 6.034 eV
* DFT total energy: -229238.438 eV
* HOMO energy: -10.13 eV
* energy above the lowest of the compared OMol25 structures with the same formula, charge and spin: 0.0 kcal per mole


Q: The lowest DFT total energy belongs to which entry?
A: C51H44N5O5OsS4SbSe4